Record 1
Here is C43H90Br22O5Si2 as an isolated structure in a non-equilibrium geometry from the Open Molecules 2025 dataset. Energies are from wB97M-V/def2-TZVPD.

2S+1   1
HOMO energy   -9.1 eV
Calculated total energy   -1612983.3679 eV

```
162
C43H90Br22O5Si2 (wB97M-V/def2-TZVPD)
C 0.8366 -3.6538 -7.7863
C 0.3801 -2.1851 -7.5899
C -0.6674 -2.0584 -6.5170
O -1.8028 -2.4219 -6.6322
O -0.2117 -1.5076 -5.3517
C -1.0947 -0.4948 -4.8328
C -0.3283 0.1740 -3.6789
Si -0.0209 -1.1087 -2.3381
O -1.4194 -1.0849 -1.4203
C -1.5737 -2.2212 -0.5550
C -1.5295 -1.8309 0.9354
C -0.8686 -0.4799 1.1963
C -0.9005 -2.8935 1.8580
C 0.4475 -3.4529 1.3731
C 1.4732 -3.5979 2.4983
C 0.2253 -4.8436 0.7409
O 1.2450 -0.7449 -1.3385
Si 2.7249 -0.3624 -2.0753
C 4.0563 -0.9752 -0.8905
C 3.7854 -2.4302 -0.4125
C 2.7502 1.5242 -2.2851
C 3.5103 2.2642 -1.1741
C 2.6176 2.6560 0.0322
C 2.9027 1.8141 1.2949
C 2.9279 4.1316 0.3483
C 3.0491 -1.2540 -3.7193
O 3.2130 -2.6651 -3.5107
C 2.4957 -3.4755 -4.4288
H 0.5398 -4.3177 -6.9809
H 1.9225 -3.6727 -7.8497
H 0.4805 -4.0263 -8.7404
H 1.2367 -1.5838 -7.3053
H -0.0701 -1.8392 -8.5142
H -1.2004 0.2653 -5.6078
H -2.0535 -0.9005 -4.5240
H 0.5691 0.5847 -4.1321
H -0.9452 0.9589 -3.2493
H 0.0558 -2.4652 -2.8993
H -2.5689 -2.6237 -0.7516
H -0.8473 -2.9842 -0.8362
H -2.5676 -1.7131 1.2532
H -0.9833 -0.2205 2.2499
H -1.3510 0.3173 0.6435
H 0.2035 -0.5178 1.0079
H -0.7043 -2.3775 2.8005
H -1.6320 -3.6717 2.0884
H 0.7933 -2.8147 0.5595
H 0.9770 -3.8134 3.4419
H 2.0148 -2.6565 2.5961
H 2.2082 -4.3605 2.2515
H 1.1106 -5.1376 0.1777
H -0.6283 -4.8453 0.0635
H 0.0060 -5.5753 1.5186
H 4.9694 -1.0084 -1.4906
H 4.1797 -0.2954 -0.0547
H 4.5612 -3.1130 -0.7459
H 2.8723 -2.7941 -0.8833
H 3.6546 -2.4975 0.6626
H 1.7103 1.8539 -2.2959
H 3.1789 1.7164 -3.2718
H 4.4079 1.7455 -0.8449
H 3.8567 3.2038 -1.6096
H 1.5698 2.5971 -0.2477
H 3.9043 1.4016 1.3194
H 2.1599 1.0344 1.4633
H 2.8397 2.4802 2.1576
H 2.5435 4.7550 -0.4634
H 3.9952 4.3679 0.4288
H 2.4456 4.4314 1.2775
H 4.0250 -0.8807 -4.0553
H 2.3492 -1.0179 -4.5246
H 1.5720 -3.8100 -3.9545
H 3.0863 -4.3797 -4.5849
H 2.3076 -2.9840 -5.3805
Br 1.6960 2.8981 -5.2834
C 0.7498 3.3848 -6.9111
C -0.2585 2.3345 -7.2956
Br 0.5902 0.7722 -8.0873
H 1.5011 3.5504 -7.6761
H 0.2509 4.3250 -6.6845
H -0.9323 2.7135 -8.0608
H -0.8371 1.9794 -6.4484
Br -0.4597 3.0615 3.3543
C -2.2208 3.0103 2.5250
C -2.1901 2.4439 1.1354
Br -1.5069 3.7334 -0.1584
H -2.6079 4.0241 2.5523
H -2.8169 2.3763 3.1784
H -3.2063 2.2167 0.8041
H -1.5701 1.5563 1.0536
Br 7.1024 -0.7714 -5.3764
C 6.8739 -2.5804 -6.0557
C 6.0545 -3.4256 -5.1150
Br 7.0905 -3.9903 -3.5695
H 7.8680 -2.9797 -6.2270
H 6.3613 -2.4661 -7.0085
H 5.7455 -4.3468 -5.6053
H 5.1788 -2.9107 -4.7302
Br -5.4025 -0.4727 2.4103
C -5.9306 -0.7918 0.5645
C -4.9723 -0.1396 -0.3922
Br -5.2542 1.7858 -0.4919
H -6.9490 -0.4337 0.4608
H -5.9144 -1.8712 0.4414
H -5.1306 -0.5044 -1.4054
H -3.9360 -0.2914 -0.1144
Br -8.2710 -3.3943 1.4460
C -10.0817 -2.9675 0.8684
C -10.1007 -1.9123 -0.2032
Br -9.7884 -0.1332 0.5267
H -10.6323 -2.6768 1.7571
H -10.4825 -3.9030 0.4854
H -11.0838 -1.8607 -0.6660
H -9.3494 -2.0757 -0.9691
Br 0.1585 -1.0046 5.2705
C -0.3178 -2.6272 6.2299
C -1.7479 -3.0213 5.9719
Br -2.9807 -1.8982 6.9704
H -0.1118 -2.4442 7.2799
H 0.3602 -3.3922 5.8558
H -1.9336 -4.0348 6.3211
H -2.0261 -2.9440 4.9255
Br -1.5310 6.8721 2.6114
C 0.0241 8.0153 2.3477
C 1.3273 7.2574 2.3279
Br 1.8578 6.7422 4.1274
H -0.0075 8.7544 3.1413
H -0.1465 8.5022 1.3900
H 2.1244 7.9020 1.9625
H 1.2980 6.3481 1.7344
Br 4.5206 4.7816 4.1008
C 5.9110 3.4207 3.9408
C 6.8928 3.7085 2.8308
Br 6.1550 3.3203 1.0750
H 5.3934 2.4741 3.8186
H 6.4295 3.4300 4.8975
H 7.7631 3.0621 2.9246
H 7.2121 4.7444 2.8066
Br -11.1340 -6.1520 2.2390
C -12.9716 -6.2628 1.6107
C -13.0524 -6.9147 0.2571
Br -12.4915 -5.6964 -1.1549
H -13.3687 -5.2530 1.6155
H -13.4946 -6.8597 2.3545
H -14.0813 -7.1752 0.0193
H -12.4281 -7.7982 0.1771
Br -1.0677 1.3517 8.6008
C -2.4061 0.9609 9.9536
C -1.7753 0.5353 11.2520
Br -1.1266 -1.2983 11.1671
H -3.0631 0.2040 9.5365
H -2.9601 1.8878 10.0857
H -2.5106 0.5417 12.0537
H -0.9303 1.1554 11.5317
Br 6.1864 7.4101 2.3868
C 7.6479 8.6829 2.2194
C 8.9842 7.9930 2.2852
Br 9.4401 7.4839 4.1077
H 7.5134 9.4221 3.0021
H 7.5135 9.1555 1.2487
H 9.7778 8.6655 1.9675
H 9.0185 7.0873 1.6886
```

Record 2
Here is a 8-piece molecular cluster, C43H99N11O8 overall in a non-equilibrium geometry from the Open Molecules 2025 dataset. Energies are from wB97M-V/def2-TZVPD.

SMILES   CC1(C)CCCC(C)(C)N1O.CC1(C)CCCC(C)(C)N1O.CC1(C)CCCC(C)(C)N1O.CC1(C)CCCC(C)(C)N1O.COC[C@H](C)N.NC(N)=O.NC(N)=O.NC(N)=O
2S+1   1
HOMO energy   -8.1 eV
Calculated total energy   -78956.6568 eV
Energy above the lowest of the compared OMol25 structures with the same formula, charge and spin   224.5 kcal per mole

```
161
C43H99N11O8 (wB97M-V/def2-TZVPD)
C -20.9619 -10.1679 -2.4406
C -20.2137 -8.9048 -2.8737
C -20.0042 -8.9120 -4.4040
C -21.1126 -7.6852 -2.5875
C -20.4108 -6.3284 -2.3401
C -19.3738 -6.5703 -1.2588
C -18.3397 -7.6335 -1.6714
C -17.2653 -6.9518 -2.6465
C -17.5108 -7.8899 -0.4518
N -18.9446 -8.9344 -2.1004
O -18.0220 -9.8927 -2.5761
H -21.9415 -10.0689 -2.9083
H -20.5324 -11.1277 -2.7278
H -21.1473 -10.3293 -1.3787
H -19.2011 -8.2076 -4.6208
H -19.5776 -9.8711 -4.6979
H -20.8407 -8.5850 -5.0215
H -21.7638 -7.4795 -3.4370
H -21.7652 -8.0210 -1.7816
H -20.0234 -5.9181 -3.2726
H -21.0679 -5.5407 -1.9715
H -19.8287 -6.8556 -0.3103
H -18.8554 -5.6208 -1.1251
H -16.6945 -6.2294 -2.0631
H -17.5964 -6.2305 -3.3936
H -16.5657 -7.6671 -3.0790
H -18.0964 -8.3010 0.3705
H -17.0384 -6.9306 -0.2401
H -16.6530 -8.5621 -0.4702
H -17.8342 -10.4314 -1.8040
C -17.5173 2.3588 4.1404
C -17.8349 2.0422 2.6401
C -19.1882 1.3953 2.5046
C -17.8054 3.3546 1.7916
C -16.4505 3.9708 1.6894
C -15.5348 3.0537 0.9851
C -15.4558 1.5790 1.6070
C -15.1170 0.5423 0.4204
C -14.2559 1.5500 2.6432
N -16.8017 1.1352 2.1377
O -16.7518 -0.0789 2.9276
H -18.2236 3.1556 4.3737
H -17.7102 1.6206 4.9187
H -16.4698 2.5857 4.3389
H -19.0379 0.3841 2.8828
H -19.9844 1.9956 2.9448
H -19.4567 1.2179 1.4632
H -18.2212 3.0590 0.8283
H -18.2794 4.2080 2.2764
H -16.5025 4.8420 1.0364
H -16.0907 4.1181 2.7077
H -14.4905 3.3658 0.9781
H -15.7809 3.0028 -0.0755
H -15.0224 -0.5036 0.7126
H -14.2110 0.9229 -0.0511
H -16.0074 0.3643 -0.1826
H -14.0551 0.6543 3.2311
H -14.4435 2.2443 3.4622
H -13.3837 1.9706 2.1428
H -16.2426 0.2155 3.6863
C -6.3084 -14.5805 2.9192
C -7.7542 -14.1544 2.7843
C -8.0453 -14.0732 1.2264
C -8.6814 -15.2213 3.3421
C -8.9042 -15.2419 4.8351
C -9.3600 -13.8225 5.4007
C -8.3252 -12.7605 4.9057
C -9.0200 -11.5154 5.2940
C -7.0364 -12.8634 5.7695
N -8.0918 -12.8869 3.5007
O -7.2677 -11.7657 3.0321
H -6.0902 -15.4831 3.4900
H -5.9039 -14.7649 1.9240
H -5.7096 -13.8116 3.4073
H -9.0775 -13.8026 1.0041
H -7.4147 -13.3143 0.7632
H -7.7640 -14.9777 0.6871
H -9.5629 -15.3964 2.7252
H -8.1527 -16.1715 3.2664
H -9.7126 -15.9309 5.0796
H -8.0486 -15.5530 5.4345
H -9.5434 -13.9548 6.4669
H -10.2709 -13.5846 4.8514
H -9.9171 -11.4095 4.6841
H -8.2580 -10.7766 5.0455
H -9.1162 -11.4322 6.3765
H -6.9913 -12.6237 6.8319
H -6.2462 -12.2503 5.3363
H -6.5923 -13.8538 5.6698
H -7.9201 -11.1171 2.7577
C -0.8626 -4.7345 -5.6662
C 0.1174 -5.4002 -4.7663
C 1.5143 -5.5111 -5.3720
C 0.1743 -4.4462 -3.4707
C 0.7650 -5.1442 -2.1928
C 0.1192 -6.4664 -1.8685
C -0.0778 -7.4372 -3.0505
C 1.2728 -8.2886 -3.0613
C -1.3653 -8.3118 -2.6828
N -0.4113 -6.7228 -4.3359
O -0.8818 -7.5821 -5.4170
H -0.4359 -3.7613 -5.9089
H -0.9148 -5.2018 -6.6495
H -1.8218 -4.5290 -5.1909
H 2.0996 -4.8026 -4.7859
H 1.9931 -6.4896 -5.3345
H 1.6793 -5.2278 -6.4115
H 0.9201 -3.6611 -3.5950
H -0.7494 -3.9200 -3.2299
H 1.8004 -5.4030 -2.4145
H 0.9425 -4.4786 -1.3481
H -0.7275 -6.3377 -1.1943
H 0.8709 -6.8463 -1.1765
H 1.2811 -8.9765 -3.9067
H 1.3312 -9.0211 -2.2562
H 2.1851 -7.7021 -2.9524
H -2.2020 -7.6737 -2.9672
H -1.3672 -8.5843 -1.6274
H -1.5292 -9.1445 -3.3668
H -1.8166 -7.3676 -5.3754
C -9.5620 -7.4670 -1.1056
O -9.2884 -6.4613 -0.1326
C -8.6354 -5.1816 -0.5356
C -8.2418 -4.3010 0.6745
C -7.5226 -2.9211 0.2376
N -7.3120 -4.9914 1.5352
H -10.0029 -8.3381 -0.6211
H -8.7287 -7.7592 -1.7446
H -10.4394 -7.1382 -1.6626
H -7.8036 -5.5066 -1.1606
H -9.3896 -4.7048 -1.1615
H -9.1699 -4.0515 1.1888
H -8.2450 -2.4532 -0.4313
H -6.6246 -3.2002 -0.3136
H -7.2358 -2.2520 1.0489
H -6.7726 -5.6244 0.9622
H -7.7823 -5.7340 2.0327
N -8.6574 -6.8469 -7.1444
C -7.3581 -7.1827 -7.2519
N -6.6717 -6.2845 -7.7967
O -6.9958 -8.2330 -6.9915
H -9.0985 -6.3090 -7.8767
H -9.1094 -7.5653 -6.5969
H -7.3301 -5.5579 -8.0388
H -5.6745 -6.2714 -7.9561
N -7.1764 -14.3580 -6.2659
C -8.3710 -14.7480 -6.7620
N -8.2909 -15.9339 -7.0756
O -9.4441 -14.1665 -6.6446
H -7.2582 -13.4613 -5.8082
H -6.3852 -14.9503 -6.4736
H -7.3531 -16.3038 -7.1373
H -9.0863 -16.5114 -7.3076
N -4.3321 -1.2944 8.0588
C -5.0549 -1.7014 6.9859
N -4.4146 -1.9170 5.9517
O -6.2591 -1.8192 7.0334
H -4.8940 -1.0562 8.8636
H -3.3316 -1.2406 8.1856
H -3.4156 -1.8972 5.8041
H -5.0653 -2.0688 5.1944
```

Record 3
Here is a 15-piece molecular cluster, C43H99N14O17 overall in a non-equilibrium geometry from the Open Molecules 2025 dataset. Energies are from wB97M-V/def2-TZVPD.

2S+1   1
HOMO energy   -6.7 eV
Charge   -1
Calculated total energy   -101874.0781 eV
Energy above the lowest of the compared OMol25 structures with the same formula, charge and spin   1.3 kcal per mole

```
173
C43H99N14O17 (wB97M-V/def2-TZVPD)
O -0.1050 -0.1673 -0.4482
C -0.6767 0.3752 0.6085
O -1.8091 0.0129 0.9822
O -0.0680 1.2898 1.1160
H 0.6658 0.3943 -0.3385
C 2.1250 -3.5320 -0.3872
C 3.5240 -3.6953 -0.8834
O 3.7236 -4.0237 -2.0323
N 4.5023 -3.4325 -0.0021
C 5.8986 -3.6967 -0.3137
H 1.5203 -2.7714 -0.8809
H 2.1760 -3.3973 0.6933
H 1.6609 -4.5068 -0.5370
H 4.3009 -3.2064 0.9614
H 6.0226 -4.3566 -1.1724
H 6.4664 -4.1588 0.4938
H 6.2744 -2.7380 -0.6712
C -0.3032 4.2704 -1.1720
C 0.2021 4.9072 0.1208
O -0.0024 6.1128 0.3499
N 0.7625 4.0888 1.0549
C 1.3822 4.5593 2.3095
H -0.1784 4.8389 -2.0936
H -1.3869 4.1559 -1.1473
H 0.1096 3.2652 -1.2570
H 0.4744 3.1239 0.9774
H 2.0139 3.8153 2.7948
H 0.5905 4.8319 3.0074
H 1.9762 5.4676 2.2076
C -2.8359 -5.2402 -3.6728
C -3.2316 -4.0433 -2.7869
O -3.9845 -4.1950 -1.8447
N -2.7305 -2.8031 -3.1594
C -2.9519 -1.5952 -2.3982
H -3.6339 -5.9812 -3.7206
H -1.9266 -5.7605 -3.3717
H -2.6899 -4.8817 -4.6917
H -2.2585 -2.8100 -4.0523
H -2.9919 -0.8465 -3.1893
H -2.0856 -1.3535 -1.7823
H -3.8398 -1.5628 -1.7669
C 6.7000 -0.4872 1.1539
C 5.3063 -0.0081 0.5791
O 5.2676 0.9216 -0.2562
N 4.2602 -0.3256 1.3361
C 2.9813 0.3728 1.1982
H 7.4161 0.3275 1.0464
H 6.9471 -1.4076 0.6249
H 6.6006 -0.5688 2.2362
H 4.3518 -1.0033 2.0793
H 2.3756 -0.1067 0.4293
H 3.2018 1.3998 0.9069
H 2.3588 0.4044 2.0924
C -5.5825 -4.6523 3.7995
C -6.2971 -3.9557 2.6509
O -7.5061 -4.1790 2.4834
N -5.6556 -3.1377 1.8250
C -4.2413 -2.7817 1.9178
H -4.5245 -4.4032 3.8809
H -5.6859 -5.7219 3.6168
H -6.1028 -4.4021 4.7241
H -6.1105 -2.8288 0.9779
H -3.6680 -3.6954 1.7613
H -4.0103 -2.3698 2.9002
H -3.9362 -2.0326 1.1872
C -2.2729 0.9900 -6.6862
C -1.6323 1.0637 -5.3448
O -1.7224 2.0353 -4.6154
N -0.9091 0.0233 -5.0108
C -0.0408 -0.1179 -3.8094
H -2.6474 -0.0152 -6.8800
H -1.5174 1.1657 -7.4520
H -3.1195 1.6535 -6.8626
H -0.9200 -0.7704 -5.6354
H 1.0385 -0.2209 -3.9210
H -0.2981 -1.0560 -3.3176
H -0.1860 0.6177 -3.0183
C 3.9681 2.4685 4.4078
C 3.8316 2.3355 5.8742
O 3.1536 3.1844 6.4454
N 4.4632 1.3822 6.6042
C 5.6071 0.6429 6.0571
H 4.8638 1.9955 4.0053
H 4.0055 3.5353 4.1875
H 3.1076 2.1081 3.8442
H 4.2748 1.2280 7.5845
H 5.3766 0.1230 5.1272
H 5.9790 -0.1904 6.6532
H 6.4440 1.3398 6.0110
C -0.1918 -2.1771 3.3947
C -0.6966 -3.2952 2.6064
O -0.7014 -4.4440 3.0334
N -1.0518 -2.9384 1.3720
C -1.4910 -3.9232 0.3702
H 0.4970 -2.6532 4.0924
H -1.0166 -1.7580 3.9710
H 0.3030 -1.3762 2.8454
H -0.9176 -1.9678 1.1273
H -2.4799 -3.7461 -0.0526
H -1.5201 -4.9032 0.8464
H -0.7716 -3.9720 -0.4472
C -0.7646 -4.1439 -7.4167
C -0.3760 -3.5779 -6.0801
O -1.0604 -2.7242 -5.5754
N 0.6173 -4.2018 -5.4650
C 1.0184 -3.9125 -4.0517
H -0.4896 -3.5301 -8.2745
H -1.8399 -4.3153 -7.4653
H -0.3945 -5.1682 -7.4599
H 1.1667 -4.7784 -6.0861
H 1.8619 -3.2221 -4.0464
H 1.3410 -4.8580 -3.6159
H 0.2065 -3.4214 -3.5153
C -3.5689 0.6745 4.4694
C -2.3064 1.2735 5.0884
O -2.3248 1.7677 6.1833
N -1.2472 1.1537 4.3154
C 0.0714 1.6225 4.6561
H -3.3311 0.2984 3.4744
H -4.3038 1.4728 4.5729
H -3.9747 -0.1107 5.1072
H -1.4062 0.9048 3.3495
H 0.0419 2.3129 5.4990
H 0.5313 2.0629 3.7714
H 0.7559 0.8017 4.8703
C -3.3446 1.9209 -1.6929
C -3.8723 2.8379 -0.6342
O -4.5328 3.7735 -1.0155
N -3.4599 2.6446 0.5676
C -3.5994 3.6155 1.6704
H -4.1701 1.2810 -2.0045
H -2.5315 1.3120 -1.2977
H -2.9959 2.4817 -2.5602
H -2.9042 1.8177 0.7335
H -4.1738 3.1643 2.4795
H -4.1130 4.5436 1.4194
H -2.6619 3.7875 2.1993
C 3.5390 2.4376 -2.9243
C 3.8703 1.1365 -3.6189
O 3.8398 1.0137 -4.8263
N 4.2394 0.1296 -2.8318
C 4.6769 -1.2415 -3.1904
H 3.7507 2.2638 -1.8693
H 2.4631 2.6121 -2.9334
H 4.0710 3.2850 -3.3567
H 4.4674 0.3552 -1.8740
H 5.0445 -1.3474 -4.2111
H 3.7216 -1.7656 -3.1615
H 5.4041 -1.5989 -2.4613
C -5.8832 0.3170 1.6809
C -6.5541 0.2428 0.2994
O -6.1432 -0.5771 -0.6018
N -7.4544 1.2003 0.0992
C -8.1549 1.3917 -1.1815
H -5.7907 1.2732 2.1958
H -4.8445 0.0999 1.4313
H -6.3093 -0.4567 2.3195
H -7.6404 1.8742 0.8282
H -7.5321 1.1405 -2.0401
H -8.4991 2.4180 -1.3101
H -8.9981 0.7011 -1.1953
C 4.1905 3.9264 0.4800
C 4.4819 5.1973 1.1850
O 4.5443 5.2698 2.4300
N 4.6682 6.2674 0.3277
C 5.0454 7.5731 0.7727
H 4.4790 3.0778 1.1003
H 4.7668 3.9129 -0.4452
H 3.1298 3.8067 0.2595
H 4.2560 6.2451 -0.5941
H 5.4080 7.5328 1.7998
H 4.2034 8.2648 0.7468
H 5.7409 7.9799 0.0386
```

| no. | E_LUMO (eV) |
| --- | --- |
| 1 | 0.34 |
| 2 | 0.34 |
| 3 | 1.21 |